[1]
{"formula": "C39H39BrN8O7PTi", "method": "ωB97M-V/def2-TZVPD", "elements": ["N", "H", "C", "N", "C", "H", "C", "H", "C", "H", "H", "H", "H", "C", "C", "C", "C", "H", "C", "C", "H", "Ti", "C", "C", "H", "O", "H", "H", "O", "P", "H", "C", "C", "H", "H", "H", "O", "C", "C", "C", "O", "C", "H", "N", "N", "H", "H", "C", "O", "H", "N", "C", "H", "H", "C", "H", "C", "H", "H", "C", "H", "H", "C", "C", "C", "H", "C", "N", "H", "H", "H", "C", "H", "O", "C", "C", "C", "C", "H", "C", "N", "C", "H", "C", "N", "H", "Br", "H", "C", "C", "H", "H", "O", "C", "H", "C"], "xyz": [[-0.5841, 3.2246, 0.7265], [2.1270, -2.2100, -0.5179], [3.6949, -1.0754, -1.4286], [-0.8779, -1.4088, -0.6771], [-6.2293, 1.2201, 1.7268], [-2.7073, -0.8194, -3.4077], [-2.1736, -1.4085, -2.6734], [1.2698, -0.5615, -4.7860], [3.5623, 0.6636, -4.2692], [2.6027, -0.8161, 4.5830], [5.4729, 0.6771, -0.1178], [-0.2782, 2.6617, 1.5058], [4.2102, 1.5175, -4.0882], [-5.2485, 0.4881, 1.0996], [5.7396, -2.3264, -1.8527], [-2.3113, -2.8507, 2.3058], [3.8711, -3.4288, -0.8197], [2.1106, -1.5561, -3.5823], [-0.3403, -2.1371, 3.4180], [-2.2616, 2.7647, -2.2570], [-1.9870, -4.4791, 5.2820], [-1.1247, -0.2545, 1.0845], [-2.0978, -2.7872, -2.7410], [4.5823, 2.6011, -1.8183], [-7.2574, 1.1174, 1.4264], [-1.9309, 2.7612, 3.6494], [-2.9960, 4.4708, -3.0777], [5.4828, -0.2587, -2.3155], [-8.0806, 2.7567, 3.0006], [2.6248, 0.4282, -1.4812], [5.7417, -4.3944, -1.2567], [-3.5743, 1.4985, 2.5079], [4.6360, 1.2501, 0.2803], [3.1944, 0.7488, -5.3003], [5.0429, 2.0894, 0.8590], [0.6742, 1.9076, -2.7853], [-1.2416, 0.9344, 2.5732], [5.1704, -3.4736, -1.3052], [-0.7819, -2.7418, -0.7705], [1.4725, 1.8517, -3.5325], [-4.9534, -1.0016, -0.6998], [3.1432, -2.2404, -0.8905], [4.0955, 0.6012, 0.9756], [-1.7624, 3.4193, -1.2240], [-0.9913, 1.2979, -0.4573], [3.2949, 3.6264, 0.2919], [3.9848, 3.0844, -2.5934], [-1.7700, -3.8134, 4.4503], [-2.9515, -0.1293, 0.8940], [-4.2941, 2.9415, 3.8914], [-5.7526, -0.4099, -0.0121], [-1.3709, -3.4651, -1.7840], [-3.3546, 3.0042, -3.9530], [1.0007, 1.8192, -4.5222], [0.2337, -2.9861, 5.6572], [5.1076, 3.3948, -1.2713], [0.8746, -1.4080, 3.4974], [-2.6052, -3.3268, -3.5329], [6.7529, -2.3537, -2.2389], [-0.6180, -2.9847, 4.5162], [-0.2229, -3.2216, 0.0154], [2.0358, 3.2122, -0.8890], [2.3566, 0.6073, -3.3327], [-3.8952, 0.5821, 1.4742], [-1.5505, -0.7550, -1.6337], [1.9746, -2.1812, 6.5841], [3.7314, 1.8119, -0.8238], [-2.2126, 1.4204, -2.4592], [3.4243, -4.3128, -0.3768], [5.3421, 1.9838, -2.3037], [4.1578, -0.2492, -4.2161], [1.5412, -0.6349, -3.7252], [2.0495, 2.7786, -3.4706], [-6.9580, -0.4734, -0.1553], [-1.6037, 0.7570, -1.5202], [-1.2239, -2.0116, 2.3077], [5.0116, -1.1449, -1.9038], [1.6908, -1.4013, 4.5793], [2.1582, 2.3065, 0.6171], [-2.5841, -3.7649, 3.3594], [-6.9431, 2.8877, 3.4034], [1.3402, -2.1959, 5.7034], [-3.4635, -4.4004, 3.3108], [-1.1274, 2.6456, -0.3397], [-2.8833, 3.4823, -3.2078], [-0.7932, 4.1950, 0.8855], [1.5291, -0.4554, 1.9624], [-0.0180, -3.6277, 6.4970], [-2.1577, 1.7801, 2.9734], [2.7439, 2.7930, -0.1646], [0.6216, -0.7200, -3.1473], [-3.0178, -2.8060, 1.4828], [-6.6063, 3.6222, 4.3066], [-5.8722, 2.0812, 2.7293], [-1.2728, -4.5430, -1.7994], [-4.5652, 2.2373, 3.1160]], "multiplicity": 2, "homo_energy_ev": [-7.327, -8.036], "max_force_ev_per_a": 2.3, "relative_energy_kj_mol": 5.5, "e_lumo_ha": [-0.0342, -0.0340], "s_squared": 0.75, "homo_lumo_gap_ev": [6.40, 7.11]}

[2]
{"formula": "C14H20NO4P", "method": "ωB97M-V/def2-TZVPD", "elements": ["C", "C", "N", "H", "H", "P", "H", "H", "C", "H", "H", "O", "H", "H", "H", "H", "C", "H", "H", "O", "C", "C", "C", "H", "H", "C", "C", "C", "C", "H", "O", "C", "H", "C", "O", "C", "H", "H", "H", "H"], "xyz": [[2.4513, -2.3175, 1.5225], [3.5092, -1.0998, 1.5589], [-0.8184, -0.0139, -2.4060], [-7.0665, -2.6131, -0.5357], [4.6206, -1.6892, 3.5405], [-0.7839, -0.6180, -0.9211], [6.2948, 0.4194, 3.4667], [-5.9694, -1.3092, -1.0406], [-6.0489, -2.3855, -0.8617], [0.1009, 4.7045, -1.6403], [-1.6555, 2.7784, -0.0138], [-2.1254, 3.2687, -1.9525], [-3.6614, -1.5800, -0.4010], [-1.6123, -1.8026, -0.8737], [0.1535, 0.0173, -2.7520], [-5.1038, -3.9112, 0.3328], [-5.0361, -2.8333, 0.1731], [6.0834, 2.2794, 1.4266], [-1.3336, 0.4084, -0.0515], [-3.7159, -2.5363, -0.2703], [4.3437, 1.1555, 0.3147], [4.5652, -0.9197, 2.6882], [5.5187, 0.3238, 2.6216], [0.0736, -2.4004, 1.2515], [0.4513, 4.1521, 0.0131], [3.4042, -0.0832, 0.3585], [-0.0355, 3.8859, -0.9289], [1.0346, -1.9390, 0.8399], [-1.5104, 3.6062, -0.7168], [-5.8653, -2.8819, -1.8179], [2.5774, -0.1466, -1.9857], [2.3051, -0.3803, -0.7870], [-5.2070, -2.3308, 1.1303], [5.4053, 1.3590, 1.4570], [2.6957, -3.4479, 2.0170], [0.9340, -1.0163, -0.2553], [4.2513, 1.9190, -0.5380], [-1.6788, 2.4785, -2.2961], [0.4675, 3.0101, -1.3499], [-2.0133, 4.4894, -0.3169]], "multiplicity": 1, "homo_energy_ev": -8.842, "max_force_ev_per_a": 4.7, "e_lumo_ha": -0.0657, "homo_lumo_gap_ev": 7.05}

[3]
{"formula": "C5H31NO12", "method": "ωB97M-V/def2-TZVPD", "elements": ["H", "H", "H", "H", "H", "O", "H", "C", "H", "H", "C", "H", "C", "H", "H", "H", "O", "H", "O", "H", "H", "C", "O", "O", "O", "H", "O", "O", "H", "H", "H", "H", "C", "O", "O", "H", "H", "H", "H", "H", "H", "H", "H", "H", "O", "O", "H", "H", "N"], "xyz": [[2.4505, 1.1880, 2.0616], [-1.4734, 3.2822, 0.9709], [2.2181, 2.2292, -3.3004], [0.3964, -5.3433, 0.8708], [1.9267, 4.3264, -1.4957], [2.9077, -1.6858, 1.5419], [-2.5478, 0.4318, -2.5052], [-2.5888, -0.2769, -1.6336], [-0.0168, 3.4181, 0.4322], [-1.6272, -2.0807, 3.4393], [-0.2534, 0.2662, -1.1138], [-3.3905, -1.0379, -1.8943], [-3.2771, 0.3974, -0.3432], [2.5085, -1.5176, 0.7206], [0.9708, 3.4835, -2.0811], [1.7225, -3.7495, 3.2084], [1.3218, 3.5890, -1.1831], [-1.1173, -1.6679, -0.7693], [0.0236, 2.9598, -3.5088], [-4.2905, 0.7701, -0.5863], [0.8794, -3.9950, 0.9552], [1.1205, -0.0309, -1.4739], [1.0055, -4.8347, 0.3725], [-0.6393, 2.7427, 0.9295], [1.0029, -3.5030, 2.5261], [-0.6985, -1.5796, 2.3167], [2.8194, 0.4352, 2.7210], [1.4824, -1.2390, -0.8812], [-0.6661, 0.2985, 3.5736], [-4.1247, -0.5582, 1.3589], [2.2772, -1.6297, -1.1910], [0.3480, 2.7886, -4.3924], [-1.1685, -0.9009, -1.5576], [1.9831, 0.5015, -2.1593], [-1.3290, -1.2922, 2.9545], [2.5770, -1.0141, 2.1519], [-0.3813, 0.4754, -0.0886], [-0.5802, 2.2233, -3.1848], [-0.8919, -1.3550, -2.5417], [3.0152, 1.2204, -4.0740], [1.6635, -3.0953, 1.8967], [-0.6291, 1.1057, -1.6386], [-2.7604, -1.2257, 0.8362], [-2.6642, 1.1387, 0.0810], [2.3524, 1.9854, -4.2741], [-0.0650, 0.8833, 4.1619], [2.0289, 0.5602, 3.3969], [-0.2680, 1.7001, 3.8243], [-3.5531, -0.7879, 0.5694]], "multiplicity": 1, "homo_energy_ev": -9.449, "max_force_ev_per_a": 6.0, "relative_energy_kj_mol": 504.1, "e_lumo_ha": 0.0027, "homo_lumo_gap_ev": 9.52}

[4]
{"formula": "C5H11N2", "method": "ωB97M-V/def2-TZVPD", "elements": ["C", "C", "H", "N", "C", "N", "H", "C", "H", "H", "C", "H", "H", "H", "H", "H", "H", "H"], "xyz": [[-0.5828, 1.3642, -0.0698], [-3.2560, 0.0927, 0.7590], [2.1633, -1.0240, -2.8092], [-1.7117, 1.9561, 0.0913], [2.4463, -1.0030, -0.7718], [1.9842, -0.7817, 0.6004], [1.5281, -1.6310, 0.9723], [1.6313, -0.9681, -1.8394], [0.2816, 2.0594, -0.3195], [3.5222, -1.1863, -0.9266], [-2.5685, 1.2151, 1.0123], [-2.4697, 1.6068, 2.0500], [-3.0651, -0.6050, -0.0662], [0.5773, -0.8771, -1.8126], [1.3570, 0.0409, 0.6689], [2.7419, -0.5334, 1.2161], [-0.4468, 0.2969, -0.1821], [-4.1326, -0.0229, 1.4270]], "charge": 1, "multiplicity": 1, "homo_energy_ev": -12.358, "max_force_ev_per_a": 3.5, "relative_energy_kj_mol": 422.4, "e_lumo_ha": -0.1470, "homo_lumo_gap_ev": 8.36}